# 1
Entry from the OMol25 dataset: a single C3H8Cl2NO2P molecule at a distorted geometry (wB97M-V/def2-TZVPD).

```
! wB97M-V def2-TZVPD RIJCOSX def2/J DEFGRID3
* xyz 0 1
Cl -2.2533 0.4276 -2.3061
Cl -0.2320 -1.5521 -2.5142
P -0.5422 -0.4927 0.3335
O -1.0945 0.9956 0.9089
O -1.3636 -1.6328 0.8310
N 1.1823 -0.5032 0.5579
C -0.7693 -0.1423 -1.6010
C 1.8371 -1.7493 0.9813
C -1.0938 2.3317 0.4505
H 0.0947 0.6363 -1.7677
H -0.0854 2.8737 0.9009
H 2.6177 -1.5562 1.8122
H 1.5970 -0.1373 -0.3068
H -2.0841 2.7265 0.7498
H 1.0523 -2.3849 1.5047
H 2.2516 -2.2828 0.0830
H -1.1145 2.4422 -0.6179
*
```

The calculation puts the energy relative to the best compared isomer or geometry (same formula, charge and spin) at 87.5 kJ/mol. As for the SMILES: CN[P@@](=O)(OC)C(Cl)Cl.

***

# 2
Entry from the OMol25 dataset: a molecular structure, C3H8Cl2NP at a distorted geometry (wB97M-V/def2-TZVPD).

```
! wB97M-V def2-TZVPD RIJCOSX def2/J DEFGRID3
* xyz 0 1
Cl -1.3960 -2.8332 0.6911
Cl 0.5961 -1.7831 2.4561
P 2.0499 -0.2806 -0.5530
N 0.2148 -2.2650 0.7594
C 0.3059 -0.7379 -0.3309
C -0.5291 0.3248 0.2763
C -0.7938 1.4955 -0.7099
H -1.1719 1.2329 -1.6266
H 0.1012 0.6936 1.2497
H -1.6725 0.1592 0.4823
H 1.8017 1.0262 -0.9022
H 2.1885 0.0042 0.8175
H -0.1697 -1.2723 -1.1952
H -1.5691 2.0977 -0.4033
H 0.0438 2.1379 -1.0115
*
```

The calculation puts the energy relative to the best compared isomer or geometry (same formula, charge and spin) at 434.1 kJ/mol.

***

Number 1: E -43159.6513 eV, HOMO level -10.084 eV, orbital gap 10.57 eV. Number 2: E -39059.9945 eV, HOMO level -9.357 eV, orbital gap 9.27 eV.